{
  "formula": "C39H36AsCl2N4O11S2SiW",
  "method": "ωB97M-V/def2-TZVPD",
  "species": ["W", "As", "Cl", "Cl", "S", "S", "Si", "O", "O", "O", "O", "O", "O", "O", "O", "O", "O", "O", "N", "N", "N", "N", "C", "C", "C", "C", "C", "C", "C", "C", "C", "C", "C", "C", "C", "C", "C", "C", "C", "C", "C", "C", "C", "C", "C", "C", "C", "C", "C", "C", "C", "C", "C", "C", "C", "C", "C", "C", "C", "C", "C", "H", "H", "H", "H", "H", "H", "H", "H", "H", "H", "H", "H", "H", "H", "H", "H", "H", "H", "H", "H", "H", "H", "H", "H", "H", "H", "H", "H", "H", "H", "H", "H", "H", "H", "H", "H"],
  "xyz": [[0.252, 0.775, -0.401], [2.928, -0.599, -0.516], [1.596, 4.384, -3.382], [-3.579, 4.786, -4.790], [2.712, 1.969, 1.628], [-1.293, -1.319, 0.384], [-0.944, 0.974, 2.844], [2.546, 0.225, -1.867], [1.356, -0.644, 0.296], [2.110, -5.443, -4.707], [1.271, -5.151, -2.586], [0.551, 2.254, -1.520], [3.333, -2.266, -0.756], [2.026, 1.269, 2.679], [2.019, 1.753, 0.280], [3.000, 3.357, 1.806], [0.551, 0.669, -4.026], [-0.077, -0.279, -2.089], [-2.373, -1.693, -2.052], [-1.835, 1.445, -1.278], [-3.080, -3.066, -0.343], [-0.589, 1.578, 1.115], [6.536, 0.859, 2.046], [-3.066, 1.061, -1.019], [-0.601, 5.304, 0.692], [-1.048, 4.434, -3.986], [-0.541, 2.396, 3.967], [-3.418, -3.348, -5.187], [1.481, -1.841, -4.974], [1.302, -3.951, -3.237], [-4.588, -2.270, -2.910], [-0.047, -0.607, 3.258], [-2.309, -2.067, -0.783], [4.247, 1.118, 1.394], [-2.345, 4.033, -3.847], [-4.002, 2.546, -2.654], [6.624, -0.302, 1.294], [-4.798, -3.364, -5.041], [-0.018, 3.848, -3.217], [1.908, -3.096, -5.416], [-0.331, 2.851, -2.339], [-2.614, -2.812, -4.193], [-5.381, -2.826, -3.903], [5.526, -0.755, 0.577], [-2.410, 3.248, 1.082], [0.976, -1.655, -3.697], [-3.206, -2.279, -3.055], [-1.050, 2.961, 0.988], [-2.786, 0.637, 3.004], [0.874, -2.730, -2.790], [0.521, -0.292, -3.311], [-1.955, 5.589, 0.773], [4.336, -0.039, 0.629], [-2.702, 3.009, -2.928], [1.807, -4.132, -4.521], [5.346, 1.572, 2.102], [-0.144, 3.997, 0.797], [2.006, -6.052, -3.419], [-4.178, 1.584, -1.695], [-2.859, 4.554, 0.971], [-1.656, 2.426, -2.201], [7.397, 1.214, 2.596], [-2.962, -3.760, -6.078], [-5.164, 1.222, -1.441], [7.552, -0.856, 1.255], [-6.457, -2.824, -3.792], [-1.629, -1.050, -2.326], [0.915, 3.800, 0.731], [-2.909, 0.006, 3.890], [0.484, 2.742, 3.855], [0.467, -2.601, -1.795], [-3.205, 0.087, 2.161], [-1.223, 3.234, 3.813], [-3.604, -3.632, -0.992], [1.466, -6.991, -3.504], [1.543, -0.981, -5.627], [-0.759, -1.421, 3.399], [-2.305, 6.609, 0.690], [-1.536, -2.801, -4.294], [2.298, -3.250, -6.412], [-5.036, -1.820, -2.032], [-0.670, 2.046, 4.996], [-3.919, 4.761, 1.042], [-5.420, -3.788, -5.818], [-3.370, 1.542, 3.170], [-0.794, 5.217, -4.687], [3.007, -6.197, -3.004], [-3.187, 0.324, -0.237], [2.880, -2.608, -1.544], [0.117, 6.101, 0.550], [-2.988, -3.369, 0.611], [0.482, -0.443, 4.199], [-3.121, 2.450, 1.232], [-4.845, 2.962, -3.190], [0.701, -0.910, 2.531], [5.263, 2.478, 2.686], [5.597, -1.653, -0.021]],
  "e_lumo_ev": -3.97,
  "charge": 1,
  "de_lowest_kj_mol": 71.1,
  "homo_lumo_gap_ev": 6.80,
  "spin_multiplicity": 1
}

=====

{
  "formula": "C30H40N2O2S",
  "method": "ωB97M-V/def2-TZVPD",
  "species": ["S", "O", "O", "N", "N", "C", "C", "C", "C", "C", "C", "C", "C", "C", "C", "C", "C", "C", "C", "C", "C", "C", "C", "C", "C", "C", "C", "C", "C", "C", "C", "C", "C", "C", "C", "H", "H", "H", "H", "H", "H", "H", "H", "H", "H", "H", "H", "H", "H", "H", "H", "H", "H", "H", "H", "H", "H", "H", "H", "H", "H", "H", "H", "H", "H", "H", "H", "H", "H", "H", "H", "H", "H", "H", "H"],
  "xyz": [[-1.782, -2.165, -1.108], [2.705, 2.452, -3.152], [1.935, 0.340, 3.028], [0.544, -1.907, -2.863], [-4.896, 1.984, 0.696], [1.618, -4.704, 2.000], [-5.490, 1.411, 1.780], [-0.084, -0.660, -2.616], [-0.307, 1.707, -2.873], [0.370, 0.528, -3.173], [-0.198, -2.862, -0.773], [-2.573, 2.933, 0.878], [1.587, 0.590, -4.063], [-2.046, 3.061, -1.672], [1.309, -4.087, 0.660], [0.809, -2.677, -1.707], [-5.965, 0.189, -0.034], [0.013, 1.672, 2.643], [3.271, -0.045, 2.728], [3.311, -1.467, 2.173], [-1.711, 3.515, -0.245], [-4.085, 3.187, 0.733], [-1.192, -0.640, -1.777], [2.317, -2.414, 2.845], [-1.834, 0.545, -1.470], [2.856, 1.043, -3.351], [1.453, 1.424, 2.258], [0.054, -3.557, 0.399], [-1.396, 1.744, -2.021], [3.155, 0.311, -2.036], [-6.157, 0.291, 1.361], [2.706, -3.898, 2.733], [2.298, -3.937, -0.307], [-5.188, 1.248, -0.418], [2.056, -3.240, -1.475], [1.925, -5.745, 1.890], [3.639, -4.005, 2.177], [2.847, -3.112, -2.205], [-6.734, -0.382, 1.971], [1.398, 1.326, -4.846], [2.438, -0.485, -1.820], [1.763, -0.355, -4.576], [3.120, -1.414, 1.098], [-2.687, 0.505, -0.805], [-6.361, -0.568, -0.690], [2.068, 2.316, 2.428], [3.683, 0.649, 1.989], [0.062, 2.627, -3.306], [3.691, 0.882, -4.041], [-2.377, 1.871, 1.020], [3.082, 1.013, -1.206], [1.338, -2.247, 2.401], [-2.256, 3.424, 1.801], [3.285, -4.341, -0.123], [-1.635, 3.809, -2.350], [4.329, -1.848, 2.283], [-4.823, 1.529, -1.390], [3.450, 2.762, -2.629], [2.861, -4.328, 3.722], [-1.739, 4.603, -0.167], [-5.399, 1.811, 2.774], [0.712, -4.672, 2.607], [-4.307, 3.769, -0.160], [1.517, 1.179, 1.190], [-0.675, 3.221, -0.060], [-3.121, 2.993, -1.834], [1.408, -1.771, -3.367], [-0.563, 0.761, 2.483], [4.149, -0.131, -2.044], [-0.413, 2.482, 2.054], [-0.055, 1.914, 3.703], [-4.437, 3.770, 1.582], [3.874, 0.045, 3.635], [2.215, -2.128, 3.893], [-0.736, -3.639, 1.135]],
  "e_lumo_ev": 0.58,
  "homo_lumo_gap_ev": 8.20,
  "spin_multiplicity": 1,
  "smiles": "CCOCCCCCc1ccc2c(c1)Sc1cc(CCCCn3cccc3)cc(C[C@H](C)O)c1N2"
}

=====

{
  "formula": "C43H61BN5O2P2STi",
  "method": "ωB97M-V/def2-TZVPD",
  "species": ["Ti", "S", "P", "P", "O", "O", "N", "N", "N", "N", "N", "C", "C", "C", "C", "C", "C", "C", "C", "C", "C", "C", "C", "C", "C", "C", "C", "C", "C", "C", "C", "C", "C", "C", "C", "C", "C", "C", "C", "C", "C", "C", "C", "C", "C", "C", "C", "C", "C", "C", "C", "C", "C", "C", "B", "H", "H", "H", "H", "H", "H", "H", "H", "H", "H", "H", "H", "H", "H", "H", "H", "H", "H", "H", "H", "H", "H", "H", "H", "H", "H", "H", "H", "H", "H", "H", "H", "H", "H", "H", "H", "H", "H", "H", "H", "H", "H", "H", "H", "H", "H", "H", "H", "H", "H", "H", "H", "H", "H", "H", "H", "H", "H", "H", "H", "H"],
  "xyz": [[0.450, 1.303, 0.210], [2.849, 5.309, 0.789], [-0.445, -3.658, -1.768], [2.654, -0.190, 1.054], [-0.663, -0.601, -0.269], [0.401, 1.587, -1.686], [-0.961, 2.684, 0.451], [-1.397, -2.785, 0.760], [1.791, 3.062, 0.254], [0.827, -2.196, 1.393], [-0.191, 0.726, 2.077], [-1.256, -3.181, -3.419], [4.662, 1.681, 1.785], [4.894, -0.558, 2.829], [4.752, -0.355, -0.843], [2.518, -1.250, -1.432], [3.321, 4.520, -0.656], [-4.035, 0.829, -0.746], [-4.478, 0.761, 0.564], [-0.862, -3.761, 1.592], [0.304, -6.149, -2.922], [-2.502, -3.966, -3.829], [1.145, -4.212, 2.870], [3.556, -1.141, -0.303], [0.558, -5.408, 3.308], [-2.335, -0.072, 1.251], [-0.297, 2.419, -2.452], [-0.838, 3.215, -4.692], [-1.643, -1.705, -3.267], [-1.469, 2.860, 1.805], [-1.437, -4.930, 2.044], [1.917, -1.530, 2.062], [-1.120, -0.438, 2.065], [-1.200, 3.375, -1.884], [-1.834, -3.220, -0.554], [-1.708, 4.162, -4.150], [-0.732, 1.886, 2.757], [3.995, -2.558, 0.075], [0.445, -3.396, 1.993], [-1.459, 3.488, -0.482], [2.652, 3.350, -0.779], [3.042, 0.965, 3.524], [-1.590, -6.327, -1.326], [-0.307, -5.560, -1.646], [-2.753, 0.399, -1.100], [-3.616, 0.319, 1.574], [-1.940, -0.086, -0.097], [0.711, -5.828, -0.525], [-0.155, 2.354, -3.840], [-1.876, 4.232, -2.782], [3.883, 0.476, 2.328], [-0.713, -5.768, 2.904], [1.788, 4.018, 1.138], [-0.210, -3.204, -4.545], [-0.523, -1.526, 0.996], [1.593, -1.088, 3.011], [-2.527, -4.060, -0.455], [-2.273, -4.997, -4.100], [-1.421, 1.594, 3.566], [2.772, 0.143, 4.188], [-4.686, 1.223, -1.517], [2.708, -2.248, 2.283], [0.087, 2.437, 3.253], [-2.401, -2.408, -1.006], [5.610, -0.384, -0.168], [-2.399, 0.485, -2.118], [-2.180, 4.251, -0.181], [-0.391, -6.143, -3.760], [5.470, -0.124, 3.654], [4.704, -2.577, 0.903], [-1.844, -1.284, -4.258], [0.982, -6.891, -0.529], [5.319, 1.421, 0.959], [-2.547, 2.667, 1.808], [-0.649, -2.757, -5.444], [2.965, -1.786, -2.278], [1.633, -1.806, -1.121], [-1.359, -0.792, 3.078], [5.285, 2.085, 2.590], [4.028, 4.953, -1.341], [1.109, -6.048, 3.988], [2.705, 2.656, -1.604], [1.212, -5.619, -3.215], [-0.703, 3.139, -5.765], [0.517, 1.597, -4.231], [1.621, -5.242, -0.673], [-1.995, -6.041, -0.357], [-2.254, 4.840, -4.798], [2.139, -3.954, 3.211], [-3.939, 0.317, 2.610], [4.410, -1.460, 3.206], [-1.366, -7.399, -1.275], [2.190, -0.267, -1.784], [-1.328, 3.904, 2.135], [3.994, 2.474, 1.453], [-2.361, -6.182, -2.083], [-3.245, -3.981, -3.029], [3.628, 1.684, 4.105], [1.156, 4.003, 2.014], [0.660, -2.607, -4.266], [5.064, -0.798, -1.794], [0.133, -4.198, -4.809], [-0.842, -1.123, -2.804], [-1.159, -6.686, 3.265], [-2.543, -1.569, -2.671], [0.575, -7.192, -2.729], [-2.562, 4.964, -2.365], [0.314, -5.592, 0.460], [3.134, -3.177, 0.334], [5.600, -0.844, 2.049], [-2.450, -5.182, 1.751], [2.110, 1.436, 3.201], [-5.484, 1.084, 0.810], [4.480, -3.022, -0.791], [-2.966, -3.491, -4.702], [4.497, 0.690, -1.035]],
  "e_lumo_ev": [2.05, 2.04],
  "charge": -1,
  "de_lowest_kj_mol": 0.0,
  "homo_lumo_gap_ev": [4.08, 4.47],
  "spin_multiplicity": 1
}

=====

{
  "formula": "H24O12",
  "method": "ωB97M-V/def2-TZVPD",
  "species": ["O", "O", "O", "O", "O", "O", "O", "O", "O", "O", "O", "O", "H", "H", "H", "H", "H", "H", "H", "H", "H", "H", "H", "H", "H", "H", "H", "H", "H", "H", "H", "H", "H", "H", "H", "H"],
  "xyz": [[1.543, -1.185, 2.148], [-0.680, -4.527, -1.420], [-2.340, 0.397, -2.652], [0.755, -0.927, -5.066], [2.033, 0.704, -1.007], [1.520, 2.468, -3.017], [-0.959, 3.987, 0.573], [0.857, 0.689, 4.050], [1.687, 3.402, 2.502], [-2.240, -1.466, 3.178], [-3.629, 0.405, 0.803], [1.479, -3.999, 0.217], [1.551, -3.415, -0.546], [2.064, 3.098, 1.689], [2.118, -1.788, 2.657], [1.582, 1.068, -0.236], [-1.552, -4.850, -1.239], [2.442, 2.232, -3.140], [-2.467, -1.034, 2.370], [1.456, 3.248, -2.473], [-0.025, 4.221, 0.414], [-4.517, 0.124, 1.003], [1.234, 0.746, -1.561], [-3.221, 0.120, -0.020], [1.419, -1.248, -4.442], [-1.434, 4.759, 0.265], [2.309, -1.046, 1.527], [0.505, -3.913, 0.365], [0.189, -4.794, -1.152], [-1.687, -0.098, -3.192], [-3.082, 0.694, -3.187], [1.688, 2.875, 3.294], [-2.705, -1.049, 3.901], [1.146, -0.186, 4.329], [0.952, -0.034, -4.690], [0.008, 0.322, 3.754]],
  "e_lumo_ev": -0.02,
  "de_lowest_kj_mol": 395.6,
  "homo_lumo_gap_ev": 10.67,
  "spin_multiplicity": 1,
  "smiles": "O.O.O.O.O.O.O.O.O.O.O.O"
}